(1)
Here is the molecule CH4O2S2 at a distorted geometry from the Open Molecules 2025 dataset. Energies are from the ωB97M-V functional and the def2-TZVPD basis.

Geometry as ORCA input:
```
! wB97M-V def2-TZVPD RIJCOSX def2/J DEFGRID3
* xyz 0 3
C 1.12609 0.41721 -0.27645
O -2.06112 -1.60297 -0.03718
O 0.25809 -0.68570 -0.63590
S -2.04343 1.68744 -0.24308
S -1.04489 -0.65044 0.34889
H 1.66293 0.24831 0.71827
H 0.51756 1.32672 -0.42265
H 1.97001 0.40629 -0.97808
H -0.38524 -1.14686 1.52618
*
```

LUMO level (alpha / beta) = 0.5 / -2.2 eV
E_HOMO (alpha / beta) = -0.3180 / -0.3402 Eh
energy above the lowest of the compared OMol25 structures with the same formula, charge and spin = 52.6 kJ/mol



(2)
Here is a cluster of 2 separate species, C5H10F2N2O4PS in total at a distorted geometry from the Open Molecules 2025 dataset. Energies are from the ωB97M-V functional and the def2-TZVPD basis.

Geometry as ORCA input:
```
! wB97M-V def2-TZVPD RIJCOSX def2/J DEFGRID3
* xyz 1 1
O 0.47444 -2.22543 -1.54263
C 0.80198 -1.16148 -2.13434
F 1.76051 -1.26591 -3.16823
N 0.09740 0.07213 -1.71502
C 0.92456 1.28946 -1.81074
O 0.38532 2.36703 -1.44039
F 2.26578 1.35603 -2.24206
P -1.41548 0.21188 -2.62197
O -1.19665 1.35373 -3.86067
S -3.11887 0.55982 -1.40048
H -1.61100 -1.08156 -3.25350
H -0.77861 0.86358 -4.62055
H -4.09266 -0.34547 -1.83571
C -0.88836 -0.72837 2.24906
O -1.84025 -0.83050 2.99750
N 0.33214 -0.22309 2.58664
C 1.41455 -0.13604 1.63021
C 0.55341 0.24110 3.94367
H -0.94511 -1.05094 1.19501
H 2.25940 -0.72482 1.99594
H 1.71302 0.91099 1.52687
H 1.10683 -0.51928 0.65549
H 0.38474 -0.58634 4.63684
H -0.15868 1.03846 4.16971
H 1.57159 0.61499 4.05939
*
```

LUMO level = -6.1 eV
E_HOMO = -0.4332 Eh



(3)
Here is a cluster of 2 separate species, C3H4N2O in total from the Open Molecules 2025 dataset. Energies are from the ωB97M-V functional and the def2-TZVPD basis.

Geometry as ORCA input:
```
! wB97M-V def2-TZVPD RIJCOSX def2/J DEFGRID3
* xyz 0 1
C -0.97558 1.65178 0.28589
N -1.97123 1.05898 0.32115
O -3.02890 0.48647 0.34411
H 0.05004 1.94323 0.31965
C -0.12306 -1.78906 -0.19101
C 0.76166 -0.97231 -0.15326
N 1.72695 -0.01106 -0.05892
H -0.91190 -2.50657 -0.22145
H 1.85728 0.51080 -0.91557
H 2.61473 -0.37226 0.26941
*
```

LUMO level = 0.7 eV
E_HOMO = -0.3400 Eh
SMILES = C#[N+][O-].C#CN
energy above the lowest of the compared OMol25 structures with the same formula, charge and spin = 539.2 kJ/mol



(4)
Here is a structure of composition C38H33AuClP2Si at a distorted geometry from the Open Molecules 2025 dataset. Energies are from the ωB97M-V functional and the def2-TZVPD basis.

Geometry as ORCA input:
```
! wB97M-V def2-TZVPD RIJCOSX def2/J DEFGRID3
* xyz 1 1
Au 0.63027 0.76554 0.53328
C -2.02839 1.40692 3.04023
Si -1.62321 0.55997 1.40206
C -1.77962 -1.30020 1.71817
C -3.03297 -1.90495 1.83938
C -3.15861 -3.22000 2.25913
C -2.02562 -3.95165 2.59185
C -0.77369 -3.37437 2.46651
C -0.64944 -2.06150 2.00820
P 1.02506 -1.38760 1.75504
C 1.91198 -1.85269 3.26635
C 1.44618 -1.27759 4.45150
C 2.09249 -1.53214 5.64664
C 3.21992 -2.34350 5.66506
C 3.69059 -2.90488 4.48771
C 3.04705 -2.65765 3.28462
C 1.72422 -2.36349 0.39648
C 3.04495 -2.08835 0.02747
C 3.61865 -2.73193 -1.05451
C 2.87504 -3.65232 -1.78193
C 1.56005 -3.91529 -1.43148
C 0.97507 -3.26562 -0.35344
C -2.73928 1.34897 0.09791
C -4.12507 1.35066 0.27607
C -4.96327 2.03281 -0.59116
C -4.42597 2.75493 -1.64770
C -3.05457 2.77326 -1.83737
C -2.21501 2.06911 -0.97355
P -0.43262 1.99580 -1.35684
C -0.40599 0.81349 -2.73463
C -0.70017 1.22176 -4.03490
C -0.71638 0.29286 -5.06230
C -0.44737 -1.04300 -4.79987
C -0.17264 -1.45653 -3.50476
C -0.14906 -0.53077 -2.47440
C 0.02963 3.60108 -2.01771
C -0.43524 4.75661 -1.38803
C 0.08116 5.98921 -1.74651
C 1.07784 6.07226 -2.70922
C 1.55345 4.92298 -3.32697
C 1.04311 3.68759 -2.97472
H -3.06409 1.18705 3.31213
H -1.91992 2.48985 2.96850
H -1.38722 1.05162 3.84820
H -3.92859 -1.33977 1.60828
H -4.14039 -3.66774 2.34325
H -2.12217 -4.96987 2.94480
H 0.11141 -3.94745 2.71843
H 0.56628 -0.64379 4.43224
H 1.72697 -1.09627 6.56687
H 3.73473 -2.53520 6.59684
H 4.56703 -3.53908 4.50406
H 3.41139 -3.11447 2.37504
H 3.61714 -1.36559 0.59873
H 4.64327 -2.52169 -1.33099
H 3.32142 -4.16423 -2.62428
H 0.98307 -4.64084 -1.99077
H -0.05436 -3.47512 -0.09335
H -4.56129 0.81704 1.11318
H -6.03375 2.01200 -0.43303
H -5.07551 3.30183 -2.31794
H -2.63290 3.34285 -2.65664
H -0.91549 2.26215 -4.24110
H -0.93983 0.61153 -6.07179
H -0.44720 -1.76348 -5.60716
H 0.03075 -2.49814 -3.29469
H 0.07469 -0.85408 -1.46311
H -1.20427 4.68547 -0.62807
H -0.28134 6.88664 -1.26339
H 1.49684 7.03561 -2.96795
H 2.34006 4.99102 -4.06626
H 1.42627 2.78692 -3.43586
Cl 3.04704 2.76666 -0.45678
C 2.73245 1.07329 -0.11564
H 3.36303 0.76768 0.71386
H 2.92198 0.46784 -0.99725
*
```

LUMO level = -3.5 eV
E_HOMO = -0.3780 Eh
energy above the lowest of the compared OMol25 structures with the same formula, charge and spin = 1.4 kJ/mol



(5)
Here is the molecule C5H9NO at a distorted geometry from the Open Molecules 2025 dataset. Energies are from the ωB97M-V functional and the def2-TZVPD basis.

Geometry as ORCA input:
```
! wB97M-V def2-TZVPD RIJCOSX def2/J DEFGRID3
* xyz 0 1
C 0.46276 1.11413 -0.13846
C 0.78074 -1.09595 0.19109
C 0.37007 2.42159 0.57590
N -0.22164 0.99039 -1.33166
C -0.53294 -1.57966 0.30255
C -0.90635 -2.87633 0.28372
O 1.18848 0.19543 0.44506
H 1.62760 -1.77015 0.18657
H -0.03781 0.15558 -1.87323
H -0.31335 1.84604 -1.86367
H -1.30444 -0.82903 0.46008
H 1.14169 2.47333 1.34048
H 0.49105 3.26403 -0.11050
H -0.60522 2.52887 1.06570
H -0.20046 -3.66680 0.08294
H -1.94017 -3.17148 0.38344
*
```

LUMO level (alpha / beta) = 0.4 / 0.7 eV
E_HOMO (alpha / beta) = -0.2047 / -0.2362 Eh
energy above the lowest of the compared OMol25 structures with the same formula, charge and spin = 416.7 kJ/mol



(6)
Here is a structure of composition CoHO3S at a distorted geometry from the Open Molecules 2025 dataset. Energies are from the ωB97M-V functional and the def2-TZVPD basis.

Geometry as ORCA input:
```
! wB97M-V def2-TZVPD RIJCOSX def2/J DEFGRID3
* xyz 2 5
S 0.31301 0.81098 -0.58254
O 1.52332 0.18252 -1.12393
O -0.02096 -0.04070 0.96042
Co -1.54209 -0.93391 0.28944
O -0.94977 0.16107 -1.18540
H 0.67650 -0.17995 1.64200
*
```

LUMO level (alpha / beta) = -12.0 / -15.4 eV
E_HOMO (alpha / beta) = -0.8647 / -0.8657 Eh



(7)
Here is a cluster of 3 separate species, C4H13NO2 in total at a distorted geometry from the Open Molecules 2025 dataset. Energies are from the ωB97M-V functional and the def2-TZVPD basis.

Geometry as ORCA input:
```
! wB97M-V def2-TZVPD RIJCOSX def2/J DEFGRID3
* xyz 0 1
C -0.97719 -1.62844 0.60395
C -1.58139 -0.26904 0.28861
C -0.49865 0.73577 0.63496
N 0.76514 -0.06518 0.30208
C 0.49952 -1.36937 0.94478
H -1.19379 -2.22569 -0.27031
H -1.25197 -2.27383 1.46318
H -1.75586 -0.26799 -0.78815
H -2.57781 0.02064 0.65689
H -0.80587 1.69059 0.19970
H -0.38816 0.90437 1.72184
H 1.52845 0.42011 0.76072
H 0.96636 -2.21798 0.41513
H 0.89999 -1.42956 1.95178
O -0.29914 -1.03074 -2.41155
H -0.76234 -0.30297 -2.88612
H 0.33715 -0.57464 -1.85464
O 2.63533 3.06637 -0.42313
H 2.74042 3.97735 -0.71796
H 1.71981 2.84022 -0.59176
*
```

LUMO level = 0.7 eV
E_HOMO = -0.3362 Eh
SMILES = C1CCNC1.O.O
energy above the lowest of the compared OMol25 structures with the same formula, charge and spin = 131.0 kJ/mol



(8)
Here is a structure of composition C26H28N2OPbS2Se4 at a distorted geometry from the Open Molecules 2025 dataset. Energies are from the ωB97M-V functional and the def2-TZVPD basis.

Geometry as ORCA input:
```
! wB97M-V def2-TZVPD RIJCOSX def2/J DEFGRID3
* xyz 0 1
Pb 0.77977 1.23253 1.95876
C 1.21183 6.50741 -0.76898
C 1.24788 6.04322 -2.22668
C 2.23747 6.73913 -3.19059
C 1.61460 4.54258 -2.36845
C 1.95600 3.72392 -1.24578
C 2.38490 2.46031 -1.45740
C 2.21636 1.77999 -2.64350
C 2.79064 0.42742 -2.86952
C 1.86522 2.59735 -3.75776
C 1.48864 3.92293 -3.59064
H 0.74557 7.47033 -0.67834
H 2.23443 6.59161 -0.45176
H 0.70842 5.77461 -0.12595
H 0.26321 6.15154 -2.71380
H 3.17151 6.17904 -3.12807
H 2.36334 7.75445 -2.74826
H 1.90726 6.79360 -4.21288
H 2.04775 4.18996 -0.24831
H 2.82133 1.87791 -0.61826
H 3.37711 -0.02301 -2.02120
H 3.53225 0.55628 -3.72144
H 1.98533 -0.23711 -3.08672
H 1.67825 2.14169 -4.74350
H 1.08753 4.46433 -4.47063
C -1.74290 -3.35310 2.98848
C -0.62638 -2.64587 2.31335
N -0.78539 -2.05171 1.09761
N -2.04156 -2.03081 0.61922
C -2.20806 -1.15133 -0.44251
S -1.29009 0.20639 -0.89920
S -3.79657 -1.26411 -1.16558
C -3.46316 -2.69615 -2.24010
C -3.65678 -3.98833 -1.41992
C -2.64038 -4.97034 -1.31463
C -2.74883 -5.93654 -0.31948
C -3.79864 -5.88264 0.55504
C -4.89915 -5.01511 0.35917
C -4.83553 -4.10830 -0.71870
C 0.65358 -2.52820 3.07789
C 1.54661 -3.61249 3.29268
C 2.89426 -3.42073 3.66728
C 3.23263 -2.13447 4.08966
C 2.32938 -1.12134 4.22804
C 1.02858 -1.32339 3.67727
O 0.23084 -0.24838 3.74231
H -1.66005 -3.13742 4.02988
H -2.68355 -2.98361 2.52545
H -1.57799 -4.41599 2.92100
H -4.12598 -2.58590 -3.12313
H -2.46335 -2.68150 -2.69222
H -1.86211 -4.98640 -2.08577
H -1.92139 -6.57515 -0.12622
H -3.74510 -6.43038 1.50982
H -5.67240 -4.85620 1.13501
H -5.70231 -3.55799 -0.97510
H 1.20813 -4.62798 3.26332
H 3.54300 -4.27759 3.67498
H 4.28782 -2.03459 4.41076
H 2.54431 -0.16049 4.67275
Se 2.00346 3.69827 2.63341
Se 0.22793 3.61511 4.16380
Se -1.41116 3.84461 2.40893
Se -2.08833 1.76812 1.59511
*
```

LUMO level (alpha / beta) = -3.7 / -3.7 eV
E_HOMO (alpha / beta) = -0.2852 / -0.2853 Eh
energy above the lowest of the compared OMol25 structures with the same formula, charge and spin = 419.6 kJ/mol